[1]
The following is a DFT calculation (wB97M-V/def2-TZVPD) of a cluster of 2 separate species, C3H9NO2 in total in a non-equilibrium geometry.

The geometry in XYZ format:
```
15
Properties=species:S:1:pos:R:3
C -0.29716 1.08363 -1.04586
C -0.54290 -0.35771 -1.38551
N -1.88241 -0.79882 -1.27124
O 0.35034 -1.10982 -1.68202
H -1.12695 1.64112 -0.65674
H 0.36160 1.58217 -1.73879
H 0.24544 1.05403 -0.11006
H -2.14568 -1.57853 -1.84026
H -2.53463 -0.16133 -0.86653
C 1.54471 -0.56872 1.62603
O 0.41979 0.35373 1.67790
H 2.41337 0.05669 1.72436
H 1.45271 -1.17389 2.53653
H 1.44766 -0.99970 0.62521
H 0.29412 0.97715 2.40698
```

SMILES string: CC(N)=O.CO
Highest occupied orbital energy, eV: -9.72
Relative energy (zero: lowest compared OMol25 entry of this formula, charge and spin), kJ/mol: 149.5
Net charge: 0
Calculated total energy, eV: -8841.406

Here are the Mulliken charges for atoms 1 to 8, given in e: atom 1 (C): -0.69, atom 2 (C): 0.59, atom 3 (N): -0.40, atom 4 (O): -0.61, atom 5 (H): 0.37, atom 6 (H): 0.27, atom 7 (H): 0.10, atom 8 (H): 0.23

---

[2]
The following is a DFT calculation (wB97M-V/def2-TZVPD) of a cluster of 8 separate species, C4H25N3O8 in total in a non-equilibrium geometry.

The geometry in XYZ format:
```
40
Properties=species:S:1:pos:R:3
C -1.32527 3.30409 -0.46711
C -0.18294 2.76808 0.43764
C 1.10164 3.09536 -0.01225
N 2.11623 2.53110 1.00753
N -0.54862 1.20133 0.12219
C -0.01365 0.32659 1.03509
N -0.49308 -0.97429 0.71526
O 0.55719 0.49578 2.08949
H -1.17979 2.96194 -1.55270
H -2.42541 3.15214 -0.18260
H -1.09103 4.46382 -0.55058
H -0.39906 2.93486 1.51172
H 1.47016 2.76662 -1.14457
H 1.45790 4.04971 -0.19009
H 2.34075 3.27961 1.57311
H 1.61342 1.80347 1.50191
H -0.73728 0.90722 -0.81960
H -1.57330 -1.00759 0.72680
H -0.05120 -1.82021 1.14624
O -1.97380 -0.73773 -3.63605
H -1.04242 -0.29370 -3.15944
H -2.03278 -0.15263 -4.35096
O -3.36668 -1.66035 -1.27811
H -3.75279 -0.87699 -1.11807
H -3.03551 -1.80797 -2.17882
O -2.82611 -1.96280 1.63114
H -3.71096 -2.08909 1.32244
H -2.87832 -2.19355 2.72918
O 1.44577 -0.02465 -1.82094
H 1.64475 -0.99269 -1.70966
H 2.20947 0.40820 -1.41316
O 0.92114 -3.25399 2.10408
H 1.41583 -2.87809 1.41772
H 1.11207 -2.64419 2.91094
O 0.91880 -3.51132 -0.89094
H 0.13868 -2.97139 -0.62376
H 0.77498 -3.85834 -1.74629
O 3.92111 0.54491 0.00284
H 4.30145 0.08621 0.88554
H 3.65066 1.38220 0.52755
```

SMILES string: C[C@H](CN)NC(N)=O.O.O.O.O.O.O.O
Highest occupied orbital energy, eV: -8.94
Relative energy (zero: lowest compared OMol25 entry of this formula, charge and spin), kJ/mol: 501.2
Net charge: 0
Calculated total energy, eV: -25401.098

Here are the Mulliken charges for atoms 1 to 8, given in e: atom 1 (C): -1.36, atom 2 (C): 0.01, atom 3 (C): -0.49, atom 4 (N): -0.55, atom 5 (N): -0.10, atom 6 (C): 0.46, atom 7 (N): -0.08, atom 8 (O): -0.72

---

[3]
The following is a DFT calculation (wB97M-V/def2-TZVPD) of the molecule C6H11N3 in a non-equilibrium geometry.

The geometry in XYZ format:
```
20
Properties=species:S:1:pos:R:3
C 1.76644 -1.19038 0.64821
C 0.68690 -1.16470 -0.58132
C 1.11486 -0.92503 -2.01703
N 0.60391 0.12235 -1.19894
C -0.53238 0.78112 -1.49472
N -1.58260 0.84806 -0.69663
N -1.37251 0.39807 0.61327
C -2.05372 1.05584 1.69129
C -0.60813 1.34360 1.39824
H 2.25685 -2.18145 0.59270
H 2.41937 -0.32076 0.57099
H 0.94172 -1.15972 1.53010
H -0.22121 -1.78793 -0.09464
H 2.16093 -1.07484 -2.20915
H 0.59483 -1.31091 -2.87472
H -0.80488 1.23594 -2.51220
H -2.54111 0.30716 2.34562
H -2.82339 1.77987 1.29459
H -0.16261 2.23082 0.90316
H 0.15672 1.01289 2.09118
```

SMILES string: C[C@@H]1CN1/C=N\N1CC1
Highest occupied orbital energy, eV: -8.01
Relative energy (zero: lowest compared OMol25 entry of this formula, charge and spin), kJ/mol: 524.0
Net charge: 0
Calculated total energy, eV: -10865.388

Here are the Mulliken charges for atoms 1 to 8, given in e: atom 1 (C): -1.11, atom 2 (C): 0.20, atom 3 (C): -0.45, atom 4 (N): -0.20, atom 5 (C): 0.01, atom 6 (N): -0.69, atom 7 (N): 0.24, atom 8 (C): -0.17

---

[4]
The following is a DFT calculation (wB97M-V/def2-TZVPD) of a structure of composition C30H34BF3N7O3V in a non-equilibrium geometry.

The geometry in XYZ format:
```
79
Properties=species:S:1:pos:R:3
V 0.49262 1.40859 0.23957
C 2.37130 3.92988 2.11589
C 2.41249 3.85900 0.62632
C 3.15082 4.67305 -0.21806
C 2.94596 4.19139 -1.49951
C 3.51544 4.68526 -2.78774
N 2.12513 3.13864 -1.42607
N 1.77848 2.92394 -0.10855
B 1.77455 2.10914 -2.53321
N 0.22925 1.94339 -2.60066
N -0.53727 1.89510 -1.45407
C -1.82707 1.83197 -1.85325
C -2.99973 1.81684 -0.93285
C -1.87708 1.81552 -3.23394
C -0.56086 1.89186 -3.67181
C -0.03669 1.89507 -5.06865
N 2.37003 0.75305 -2.14692
N 1.96774 0.20486 -0.96447
C 2.61877 -0.95380 -0.84718
C 2.45760 -1.85485 0.33068
C 3.44580 -1.14954 -1.95419
C 3.26303 -0.03873 -2.75684
C 3.87195 0.30324 -4.07679
H 3.29713 4.38718 2.46083
H 2.27780 2.94495 2.56871
H 1.53746 4.53448 2.46706
H 3.77254 5.50358 0.07150
H 4.05185 5.61506 -2.61225
H 2.73593 4.86920 -3.52558
H 4.21420 3.96491 -3.21396
H 2.19723 2.48448 -3.58395
H -3.08060 2.74550 -0.36836
H -2.95271 1.00493 -0.21213
H -3.90397 1.71357 -1.53036
H -2.76265 1.77915 -3.84633
H -0.86211 2.00060 -5.76919
H 0.47832 0.95872 -5.28907
H 0.66638 2.70966 -5.23313
H 2.79220 -1.37664 1.25174
H 3.05494 -2.75369 0.18987
H 1.41897 -2.16437 0.45440
H 4.10011 -1.98500 -2.13863
H 4.67267 -0.39815 -4.30117
H 4.28986 1.30920 -4.07987
H 3.13944 0.24727 -4.88322
C -1.12493 -5.28884 3.60189
C -1.84572 -4.04554 4.10208
C -3.33600 -4.25481 4.31424
C -4.01534 -4.63243 3.00425
C -3.58942 -3.72210 1.87653
C -4.31785 -3.67064 0.70956
C -3.95352 -2.80471 -0.31797
F -4.69104 -2.80964 -1.43433
C -2.89630 -1.94965 -0.21192
C -2.14253 -1.97630 0.96788
C -1.04428 -1.03567 1.13702
O -0.80217 -0.23306 0.19048
C -0.32571 -1.11932 2.35353
C -0.65430 -2.08943 3.27949
N -1.65813 -2.93298 3.13117
C -2.46553 -2.87992 1.98532
C 0.82917 -0.27655 2.65914
O 1.58479 -0.36434 3.57259
O 0.99427 0.72160 1.70636
H -1.29909 -6.11464 4.29199
H -0.04924 -5.12327 3.53686
H -1.48109 -5.58543 2.61488
H -1.38136 -3.70076 5.02531
H -3.77721 -3.34021 4.71642
H -3.47533 -5.03770 5.05922
H -5.09788 -4.56668 3.11581
H -3.79730 -5.66937 2.73864
H -5.19350 -4.29535 0.58129
H -2.63572 -1.27197 -1.01184
H -0.06131 -2.19226 4.18064
F -0.27407 3.07613 2.48347
C -0.87224 2.58541 1.34516
F -1.91483 1.78869 1.80077
H -1.32250 3.44425 0.83945
```

Spin multiplicity: 2
Expectation value of S²: 0.763
Highest occupied orbital energy (spin up / spin down), eV: -11.43 / -11.43
Relative energy (zero: lowest compared OMol25 entry of this formula, charge and spin), kJ/mol: 0.0
Net charge: +1
Calculated total energy, eV: -82752.202

Here are the Mulliken charges for atoms 1 to 8, given in e: atom 1 (V): 0.45, atom 2 (C): -1.46, atom 3 (C): 0.61, atom 4 (C): -1.46, atom 5 (C): 0.96, atom 6 (C): -1.40, atom 7 (N): 0.24, atom 8 (N): 0.68

---

Repeat the second record exactly.
The following is a DFT calculation (wB97M-V/def2-TZVPD) of a cluster of 8 separate species, C4H25N3O8 in total in a non-equilibrium geometry.

The geometry in XYZ format:
```
40
Properties=species:S:1:pos:R:3
C -1.32527 3.30409 -0.46711
C -0.18294 2.76808 0.43764
C 1.10164 3.09536 -0.01225
N 2.11623 2.53110 1.00753
N -0.54862 1.20133 0.12219
C -0.01365 0.32659 1.03509
N -0.49308 -0.97429 0.71526
O 0.55719 0.49578 2.08949
H -1.17979 2.96194 -1.55270
H -2.42541 3.15214 -0.18260
H -1.09103 4.46382 -0.55058
H -0.39906 2.93486 1.51172
H 1.47016 2.76662 -1.14457
H 1.45790 4.04971 -0.19009
H 2.34075 3.27961 1.57311
H 1.61342 1.80347 1.50191
H -0.73728 0.90722 -0.81960
H -1.57330 -1.00759 0.72680
H -0.05120 -1.82021 1.14624
O -1.97380 -0.73773 -3.63605
H -1.04242 -0.29370 -3.15944
H -2.03278 -0.15263 -4.35096
O -3.36668 -1.66035 -1.27811
H -3.75279 -0.87699 -1.11807
H -3.03551 -1.80797 -2.17882
O -2.82611 -1.96280 1.63114
H -3.71096 -2.08909 1.32244
H -2.87832 -2.19355 2.72918
O 1.44577 -0.02465 -1.82094
H 1.64475 -0.99269 -1.70966
H 2.20947 0.40820 -1.41316
O 0.92114 -3.25399 2.10408
H 1.41583 -2.87809 1.41772
H 1.11207 -2.64419 2.91094
O 0.91880 -3.51132 -0.89094
H 0.13868 -2.97139 -0.62376
H 0.77498 -3.85834 -1.74629
O 3.92111 0.54491 0.00284
H 4.30145 0.08621 0.88554
H 3.65066 1.38220 0.52755
```

SMILES string: C[C@H](CN)NC(N)=O.O.O.O.O.O.O.O
Highest occupied orbital energy, eV: -8.94
Relative energy (zero: lowest compared OMol25 entry of this formula, charge and spin), kJ/mol: 501.2
Net charge: 0
Calculated total energy, eV: -25401.098

Here are the Mulliken charges for atoms 1 to 8, given in e: atom 1 (C): -1.36, atom 2 (C): 0.01, atom 3 (C): -0.49, atom 4 (N): -0.55, atom 5 (N): -0.10, atom 6 (C): 0.46, atom 7 (N): -0.08, atom 8 (O): -0.72